(1)
Density functional theory data (ωB97M-V with the def2-TZVPD basis set) for a cluster of 9 separate species, C14H44ClFO10 in total in a non-equilibrium geometry.

```
70
Properties=species:S:1:pos:R:3:lowdin_charge:R:1
C 2.5996 -4.3224 2.2028 -0.1066
O 1.5134 -3.5923 1.4945 -0.3465
C 0.4984 -3.1499 2.5064 -0.1700
C -0.2229 -1.8219 1.8597 -0.5432
Cl 0.3104 -1.6602 0.0663 0.5780
O -1.6788 -1.7500 2.0556 -0.2026
C -2.3932 -2.8404 1.3739 -0.1655
C -3.4761 -3.4486 2.4694 -0.2393
C -2.9112 -4.7418 3.3159 -0.0874
F -4.8216 -3.7342 1.8720 -0.1205
H 2.9280 -5.1939 1.4775 0.1056
H 2.2328 -4.7358 3.2473 0.0918
H 3.4634 -3.5174 2.3596 0.1086
H 0.9835 -2.8671 3.5335 0.1328
H -0.2235 -4.0687 2.6460 0.1186
H 0.2464 -0.8852 2.4307 0.1442
H -1.7102 -3.6502 0.8767 0.1344
H -3.0559 -2.3871 0.4921 0.1491
H -3.6650 -2.5656 3.2463 0.1573
H -3.7420 -5.0057 4.1315 0.0926
H -2.7469 -5.7070 2.6340 0.1015
H -1.9363 -4.4813 3.9400 0.0836
C -0.1086 1.0470 -3.1018 -0.1634
O 0.9577 0.2048 -3.4991 -0.1371
H 0.0850 2.0598 -3.4630 0.0605
H -1.0435 0.6812 -3.5334 0.0805
H -0.1782 1.0586 -2.0113 0.0695
H 0.7580 -0.6862 -3.1647 0.0702
C 3.5373 -2.4418 5.5360 -0.1595
O 3.4921 -3.7622 5.0275 -0.1605
H 2.5179 -2.0575 5.6180 0.0675
H 4.0031 -2.4466 6.5245 0.0774
H 4.1098 -1.8074 4.8547 0.0675
H 4.4102 -4.0764 4.9659 0.0902
C -1.5336 4.6645 -3.5474 -0.1445
O -1.6445 3.9450 -4.7616 -0.1596
H -2.4454 4.5189 -2.9635 0.0694
H -0.6768 4.2934 -2.9797 0.0754
H -1.4079 5.7284 -3.7634 0.0857
H -0.8216 4.0932 -5.2579 0.0341
C 2.1564 4.1038 -6.2639 -0.1366
O 0.9452 4.7556 -5.9288 -0.1622
H 2.3815 3.3570 -5.4988 0.0843
H 2.0493 3.6090 -7.2324 0.0737
H 2.9664 4.8363 -6.3045 0.0781
H 0.7716 5.4118 -6.6251 0.0788
C 0.4914 -1.4262 8.4051 -0.1592
O 1.5577 -2.2685 8.0078 -0.1407
H 0.6850 -0.4135 8.0439 0.0821
H -0.4435 -1.7921 7.9735 0.0754
H 0.4218 -1.4147 9.4957 0.0752
H 1.3580 -3.1594 8.3423 0.0889
C -1.3875 3.5808 -7.9579 -0.1299
O -0.4147 4.6050 -8.0510 -0.1468
H -1.8575 3.6256 -6.9727 0.0638
H -2.1479 3.7278 -8.7289 0.0808
H -0.9069 2.6077 -8.0860 0.0868
H -0.0151 4.5403 -8.9351 0.0969
C -5.3393 2.4480 -4.2435 -0.1616
O -4.5268 3.2940 -3.4510 -0.1385
H -6.3808 2.5643 -3.9346 0.0782
H -5.2404 2.7270 -5.2954 0.0755
H -5.0331 1.4087 -4.1007 0.0748
H -3.6093 3.1693 -3.7478 0.0399
C 4.1345 1.1937 3.0351 -0.1667
O 3.8705 1.1358 4.4247 -0.1404
H 3.1978 1.0578 2.4895 0.0780
H 4.5614 2.1680 2.7845 0.0756
H 4.8315 0.3975 2.7621 0.0733
H 4.7195 1.2596 4.8823 0.0828
```

The net charge is 0. As for the molar mass: 426.9 g mol⁻¹. Its SMILES is COC[C@@H](Cl)OC[C@H](C)F.CO.CO.CO.CO.CO.CO.CO.CO. The value obtained for the maximum force is 3.28 eV/Å. Its HOMO-LUMO gap is 10.19 eV.

(2)
Density functional theory data (ωB97M-V with the def2-TZVPD basis set) for a structure of composition C14H45Cd3N3O9 in a non-equilibrium geometry.

```
74
Properties=species:S:1:pos:R:3:lowdin_spin:R:1
Cd -2.1275 2.9153 2.5631 -0.6713
Cd 3.0296 -2.3642 2.1267 -0.0005
Cd 1.5809 1.2517 3.5805 -0.0296
O -0.3420 1.7343 2.2966 -0.1809
C 0.1209 0.9820 1.1594 -0.0215
C 0.8617 -0.3797 1.3457 -0.0046
O 1.9299 -0.5377 2.2747 -0.0085
H 0.8206 1.6122 0.6104 -0.0019
H -0.7603 0.7968 0.5451 -0.0070
H 1.1750 -0.7984 0.3893 -0.0004
H 0.2404 -1.2030 1.6980 -0.0002
C 5.5827 1.2166 0.5089 0.0001
C 4.9710 2.6013 0.1438 -0.0009
C 5.4606 3.1184 -1.2043 -0.0011
O 4.7059 4.3482 -1.4797 -0.0001
C 4.8503 4.7919 -2.8567 -0.0001
N 3.5109 2.3508 0.0687 -0.0116
H 5.1461 0.8813 1.4497 0.0001
H 6.6682 1.1281 0.4635 0.0000
H 5.1967 0.4978 -0.2138 0.0000
H 5.2465 3.3092 0.9256 -0.0001
H 5.3303 2.3324 -1.9482 0.0000
H 6.5441 3.2204 -1.2650 -0.0001
H 4.2977 4.0837 -3.4741 0.0000
H 5.8749 4.9664 -3.1853 0.0000
H 4.4835 5.8183 -2.8685 0.0000
H 3.3918 1.5455 -0.5291 -0.0002
H 3.0477 3.1561 -0.3274 -0.0001
C -2.2372 -1.3966 -1.3726 0.0030
C -2.3159 -0.7574 -2.7862 0.0008
C -3.7099 -0.2958 -3.2345 0.0767
O -3.8172 -0.1258 -4.6354 0.6703
C -5.1978 -0.1434 -5.0298 0.0870
N -1.2782 0.2995 -2.6638 0.0089
H -1.1855 -1.5301 -1.1192 0.0002
H -2.6008 -2.4107 -1.5383 0.0001
H -2.8471 -0.7934 -0.7001 0.0005
H -1.9748 -1.4990 -3.5085 -0.0006
H -4.2110 0.5743 -2.8104 0.0351
H -4.3698 -1.1172 -2.9554 0.0354
H -5.4149 0.0128 -6.0865 0.0009
H -5.8021 0.5967 -4.5053 0.0396
H -5.7228 -1.0780 -4.8325 0.0427
H -1.4647 0.9195 -1.8886 0.0000
H -1.4523 0.8135 -3.5156 0.0003
C -5.8445 -2.5290 2.7576 0.1145
C -4.6958 -1.5401 2.5906 0.0874
C -3.4861 -2.1751 1.8551 0.0195
O -2.7639 -3.1424 2.6050 0.0273
C -2.0855 -2.5068 3.7550 0.0003
N -5.2875 -0.2831 1.9355 0.6128
H -5.5406 -3.4113 3.3209 0.0330
H -6.1220 -2.9609 1.7961 0.0009
H -6.7552 -2.1145 3.1900 -0.0013
H -4.2628 -1.2343 3.5430 -0.0004
H -2.7509 -1.4260 1.5612 0.0074
H -3.7295 -2.6502 0.9048 -0.0001
H -1.7427 -1.5296 3.4150 -0.0002
H -1.2311 -3.0458 4.1645 0.0001
H -2.6989 -2.5136 4.6561 0.0007
H -5.8800 -0.5951 1.1794 0.0190
H -5.9985 -0.0371 2.6093 0.0188
O 4.7327 -1.2116 3.0281 -0.0001
H 5.0398 -0.4334 3.4931 0.0000
H 5.4759 -1.4760 2.4858 0.0000
O 4.0208 -2.0798 0.3361 -0.0001
H 3.9222 -1.2896 -0.1950 0.0000
H 4.6338 -2.6253 -0.1568 0.0000
O 1.1708 3.2502 -2.1121 -0.0001
H 0.6030 2.4862 -2.2133 0.0000
H 0.8462 3.8777 -2.7579 0.0000
O 1.9233 -3.8305 1.1076 -0.0002
H 0.9871 -3.8459 0.9089 0.0000
H 2.2839 -4.5723 0.6219 0.0000
```

As for the spin multiplicity: 2. The net charge is +5. As for the molar mass: 736.8 g mol⁻¹. The value obtained for the maximum force is 4.65 eV/Å. Its HOMO-LUMO gap (spin up / spin down) is 2.82 / 1.31 eV.

(3)
Density functional theory data (ωB97M-V with the def2-TZVPD basis set) for a cluster of 11 separate species, C14H45ClN20O13 in total in a non-equilibrium geometry.

```
93
Properties=species:S:1:pos:R:3:lowdin_charge:R:1
O -0.3076 -4.8429 -2.6432 0.1152
C -1.1897 -4.7223 -3.3989 -0.3940
O -1.1451 -5.3683 -4.5882 -0.0496
C -1.0239 -4.4749 -5.7167 -0.1703
C 0.0586 -3.3856 -5.5595 -0.1037
C -0.5351 -1.9873 -5.4206 -0.7876
O 0.0155 -1.0868 -5.8540 0.1008
Cl -2.0725 -1.7210 -4.5788 0.7976
H -2.0268 -4.0618 -3.1447 0.1274
H -0.7732 -5.0963 -6.5680 0.1246
H -1.9901 -4.0239 -5.9380 0.1079
H 0.6347 -3.3418 -6.4767 0.1237
H 0.7722 -3.6001 -4.7683 0.1289
N -5.3515 1.1830 -6.2314 0.1471
C -5.2252 0.2986 -5.1972 -0.6855
N -5.7285 0.7241 -4.0042 0.1585
O -4.6957 -0.7910 -5.3313 -0.0486
H -5.7800 2.0843 -6.1432 0.0900
H -4.9880 0.9004 -7.1223 0.1009
H -5.6419 0.1012 -3.2211 0.1058
H -6.1634 1.6166 -3.8705 0.0921
N -0.7876 -0.2583 -1.6902 0.1444
C -1.7861 0.0330 -0.7994 -0.6893
N -1.3684 0.4620 0.4209 0.1574
O -2.9680 -0.0878 -1.0883 0.0010
H 0.1882 -0.1682 -1.4818 0.0891
H -1.0699 -0.5806 -2.5984 0.0168
H -2.0700 0.6899 1.1055 0.0680
H -0.4043 0.5665 0.6725 0.0868
N 0.7633 -6.6512 0.1627 0.1536
C -0.3404 -7.2128 0.7336 -0.6925
N -1.4821 -7.1094 -0.0100 0.1514
O -0.3131 -7.7624 1.8209 0.0162
H 0.7545 -6.1939 -0.7321 0.0739
H 1.6218 -6.7038 0.6775 0.0996
H -2.3174 -7.5086 0.3750 0.1002
H -1.5203 -6.6582 -0.9044 0.0743
N -2.7747 3.8566 2.8237 0.1610
C -2.0588 2.8790 3.4518 -0.6787
N -1.6509 3.1858 4.7128 0.1667
O -1.7996 1.8096 2.9176 0.0036
H -2.9927 4.7402 3.2421 0.0932
H -3.0915 3.6671 1.8906 0.1036
H -1.1169 2.4919 5.2178 0.0595
H -1.8537 4.0610 5.1560 0.0959
N 1.4700 2.9839 2.5480 0.1835
C 1.8679 4.2656 2.3840 -0.7026
N 3.1117 4.3949 1.8543 0.1630
O 1.1690 5.2326 2.6927 -0.0234
H 2.0452 2.1976 2.2974 0.0617
H 0.5594 2.8245 2.9448 0.0758
H 3.4621 5.3242 1.7210 0.0935
H 3.6885 3.6107 1.6051 0.0741
N 5.1791 1.6731 4.2193 0.1750
C 4.5737 0.9717 3.2256 -0.6533
N 4.7331 -0.3825 3.2697 0.1546
O 3.9293 1.5287 2.3488 0.0003
H 5.7144 1.2474 4.9515 0.0955
H 5.0783 2.6791 4.2037 0.0720
H 4.2955 -0.9205 2.5447 0.1035
H 5.2578 -0.8567 3.9792 0.0927
N 0.6564 0.1171 7.6011 0.1506
C 0.1161 -0.1817 6.3817 -0.6658
N 0.3926 -1.4321 5.9144 0.1563
O -0.5657 0.6081 5.7533 0.0282
H 1.2180 -0.5205 8.1320 0.0909
H 0.4706 1.0296 7.9734 0.1024
H 0.0079 -1.6816 5.0211 0.1092
H 0.9482 -2.1020 6.4107 0.0923
N -4.0256 -9.0493 -6.6953 0.1459
C -3.5114 -7.8256 -6.3694 -0.6822
N -3.6731 -7.4570 -5.0651 0.1562
O -2.9488 -7.1150 -7.1833 0.0254
H -4.4914 -9.6492 -6.0420 0.0902
H -3.9229 -9.3498 -7.6467 0.1014
H -3.3016 -6.5631 -4.7984 0.0816
H -4.1303 -8.0230 -4.3763 0.0930
N 5.2030 6.9895 4.7480 0.1577
C 5.8497 5.9345 4.1756 -0.6723
N 7.1582 6.1574 3.8538 0.1517
O 5.2945 4.8701 3.9644 0.0137
H 5.6351 7.8750 4.9305 0.0942
H 4.2379 6.8566 4.9923 0.1089
H 7.6607 5.4004 3.4286 0.1039
H 7.6315 7.0253 4.0174 0.0933
N 0.2242 5.3654 -0.6708 0.1650
C 0.5276 6.5581 -1.2500 -0.6954
N 1.2668 7.3948 -0.4598 0.1475
O 0.1715 6.8616 -2.3768 0.0106
H 0.5159 5.1114 0.2572 0.0659
H -0.3201 4.7156 -1.2073 0.1021
H 1.5145 8.2874 -0.8429 0.0958
H 1.5605 7.1587 0.4713 0.0791
```

The net charge is 0. As for the molar mass: 737.1 g mol⁻¹. Its SMILES is O=COCCC(=O)Cl.NC(N)=O.NC(N)=O.NC(N)=O.NC(N)=O.NC(N)=O.NC(N)=O.NC(N)=O.NC(N)=O.NC(N)=O.NC(N)=O. The value obtained for the maximum force is 4.95 eV/Å. Its HOMO-LUMO gap is 9.34 eV.